Entry 1:
Here is a gas-phase ion, C6H11N2 (charge +1) at a distorted geometry from the Open Molecules 2025 dataset. Energies are from ωB97M-V/def2-TZVPD.

Results
**HOMO**: -13.297 eV
**Frontier orbital gap**: 0.3814 Eh
**Multiplicity**: 1
**Energy above the lowest of the compared OMol25 structures with the same formula, charge and spin**: 152.4 kcal per mole
**E_tot**: -344.2723 a.u.
**SMILES**: C[N@H+]1[C@@H]2CN[C@@H]3C[C@@]321
**Net charge**: +1

Each line ends with the Mulliken charge.
Element x y z (Å)
C: 1.0696 -0.7865 1.5918  -0.41
C: -0.8692 -1.2084 -1.2516  -0.78
C: 0.2167 -0.1651 -1.1269  -0.09
C: 0.2034 -1.5840 0.7609  -0.01
C: 0.9088 -0.1238 0.1912  0.03
C: 0.0961 2.3692 0.0119  -0.76
N: -0.1253 0.8819 0.1344  -0.12
N: -1.0840 -1.4255 0.1943  -0.43
H: 0.8229 0.0296 2.2132  0.28
H: 2.1575 -1.0928 1.8167  0.24
H: -1.7493 -0.9006 -1.6614  0.42
H: -0.5944 -2.0935 -2.0206  0.30
H: 0.7151 0.4414 -1.9011  0.45
H: 0.6916 -2.5220 0.2250  0.28
H: 0.6844 2.5717 0.9427  0.29
H: 0.7049 2.4206 -0.9262  0.26
H: -0.8939 2.7364 -0.1652  0.37
H: -1.0490 0.5493 0.6060  0.40
H: -1.8057 -1.9683 0.6118  0.26

Atomic forces in eV per Å
3.12 -0.04 -0.87
1.77 -2.19 0.22
1.05 2.44 1.20
0.93 -1.70 -1.95
0.38 -0.97 0.06
1.89 -2.68 -0.37
-2.61 -1.93 -1.07
0.02 0.13 0.89
-0.85 0.31 1.10
-2.14 -0.28 -0.28
-2.43 1.41 -1.18
0.14 1.45 2.22
-0.77 -0.72 -0.09
-0.12 2.19 1.30
-0.82 0.87 -1.01
-0.30 0.75 1.07
-0.19 0.93 0.40
1.66 0.60 -1.19
-0.72 -0.56 -0.43

=====

Entry 2:
Here is a single C25H28N6O3 molecule at a distorted geometry from the Open Molecules 2025 dataset. Energies are from ωB97M-V/def2-TZVPD.

Results
**HOMO**: -7.556 eV
**Frontier orbital gap**: 0.2898 Eh
**Multiplicity**: 1
**Energy above the lowest of the compared OMol25 structures with the same formula, charge and spin**: 75.9 kcal per mole
**E_tot**: -1523.7010 a.u.
**SMILES**: COc1cc2cc([C@@H](c3nnnn3C(C)(C)C)N3CCc4ccccc43)c(=O)[nH]c2cc1OC

Each line ends with the Mulliken charge.
Element x y z (Å)
C: -0.3156 -3.8827 -5.1030  -0.94
H: 0.6439 -4.0955 -4.6220  0.35
O: -1.3981 -4.2969 -4.3061  -0.48
C: -1.5403 -3.7498 -3.0567  1.02
C: -0.6937 -2.7839 -2.5554  -0.09
C: -0.8582 -2.2401 -1.2755  -0.49
C: -1.9200 -2.6996 -0.4800  -0.87
C: -2.7799 -3.6702 -0.9804  -0.55
C: -2.6170 -4.2064 -2.2494  0.28
O: -3.5468 -5.1374 -2.5716  -0.49
C: -3.5240 -5.8335 -3.7992  -0.74
H: -2.6033 -6.4068 -3.9215  0.27
H: -4.3729 -6.5152 -3.7494  0.29
H: -3.6468 -5.1598 -4.6489  0.26
H: -3.6015 -4.0368 -0.3852  0.41
N: -2.0681 -2.1844 0.7777  -0.04
C: -1.2556 -1.2367 1.3539  0.39
O: -1.4504 -0.8851 2.5083  -0.77
C: -0.1801 -0.7397 0.5021  -0.63
C: 0.0064 -1.2426 -0.7414  -0.13
H: 0.8461 -0.9222 -1.3381  0.61
C: 0.6422 0.3734 1.1138  0.68
N: 0.3038 1.6851 0.5929  1.05
C: -0.7849 2.4254 1.0244  0.53
C: -1.5363 2.2952 2.1804  -0.72
C: -2.5296 3.2342 2.4232  -0.93
C: -2.7706 4.2758 1.5455  -0.63
C: -2.0168 4.4001 0.3828  -0.74
C: -1.0346 3.4738 0.1293  0.35
C: -0.0690 3.3800 -1.0200  -0.77
H: -0.5577 3.4707 -1.9896  0.44
H: 0.6855 4.1685 -0.9472  0.31
C: 0.5512 1.9909 -0.8108  -0.80
H: 1.6241 1.9662 -1.0188  0.28
H: 0.0581 1.2523 -1.4585  0.43
H: -2.2033 5.2063 -0.3118  0.46
H: -3.5503 4.9915 1.7578  0.38
H: -3.1280 3.1403 3.3174  0.41
H: -1.3942 1.4721 2.8625  0.45
C: 2.1111 0.1623 0.9585  -0.79
N: 2.6690 -0.7067 0.1445  0.15
N: 3.9791 -0.5722 0.2794  -1.19
N: 4.2572 0.3259 1.1239  -0.34
N: 3.1130 0.8289 1.5967  0.92
C: 3.1525 1.9348 2.5496  1.55
C: 4.5339 1.9127 3.2082  -1.82
H: 4.6824 0.9797 3.7464  0.44
H: 4.6160 2.7394 3.9085  0.45
H: 5.3164 2.0019 2.4607  0.41
C: 2.9605 3.2411 1.7742  -1.47
H: 3.7256 3.3405 1.0066  0.37
H: 1.9798 3.2655 1.3069  0.17
H: 3.0402 4.0837 2.4554  0.45
C: 2.0721 1.7829 3.6208  -1.66
H: 2.3153 2.4305 4.4593  0.52
H: 1.0959 2.0788 3.2484  0.30
H: 2.0278 0.7593 3.9870  0.38
H: 0.3929 0.3745 2.1805  0.94
H: -2.8151 -2.5397 1.3628  0.26
H: 0.1324 -2.4212 -3.1447  0.53
H: -0.3766 -2.8165 -5.3434  0.34
H: -0.3952 -4.4628 -6.0212  0.25

Atomic forces in eV per Å
0.13 0.04 -0.11
-0.02 0.02 -0.01
-0.26 -0.04 0.30
0.09 0.01 -0.14
-0.15 -0.13 0.02
-0.48 -0.30 0.13
0.41 -0.06 -0.74
0.06 -0.07 -0.22
0.04 0.17 0.27
0.15 0.30 0.27
-0.10 -0.34 -0.45
-0.09 0.04 0.01
0.07 0.04 -0.02
0.00 -0.08 0.08
-0.12 -0.07 0.07
-0.28 -0.04 0.31
-0.11 -0.20 -0.11
-0.02 0.10 0.28
0.18 0.09 -0.16
-0.11 0.11 0.37
0.03 0.04 -0.04
-0.36 0.01 0.10
0.31 -0.01 0.01
-0.30 0.43 0.06
0.08 -0.16 0.04
-0.05 0.11 0.00
-0.15 0.14 0.06
0.02 -0.11 0.06
-0.04 -0.17 -0.02
0.08 0.05 0.05
0.06 0.00 -0.01
0.02 -0.03 -0.03
0.15 -0.11 -0.26
-0.05 -0.03 -0.06
0.02 0.07 0.02
-0.02 0.09 -0.07
-0.08 0.05 0.03
-0.06 -0.01 0.07
0.04 -0.12 0.04
0.54 0.11 0.27
-0.86 -0.06 -0.01
0.65 -0.47 -0.49
0.72 0.58 0.52
-0.70 -0.96 -0.75
0.18 0.73 0.44
-0.05 0.02 -0.10
0.05 -0.08 0.06
-0.10 0.09 0.06
0.06 0.03 0.06
0.04 -0.08 0.06
0.09 0.01 -0.05
-0.07 0.00 -0.02
0.02 0.11 0.09
0.06 -0.07 -0.19
0.02 0.08 0.03
-0.14 0.00 -0.01
-0.01 -0.09 0.06
0.07 -0.01 -0.19
0.17 0.14 -0.01
0.08 0.00 -0.12
0.02 -0.02 0.02
0.06 0.07 0.04

=====

Entry 3:
Here is 13 unconnected molecules or ions with the total composition C6H34O12 at a distorted geometry from the Open Molecules 2025 dataset. Energies are from ωB97M-V/def2-TZVPD.

Results
**HOMO**: -9.235 eV
**Frontier orbital gap**: 0.3396 Eh
**Multiplicity**: 1
**Energy above the lowest of the compared OMol25 structures with the same formula, charge and spin**: 98.5 kcal per mole
**E_tot**: -1151.7791 a.u.

Each line ends with the Mulliken charge.
Element x y z (Å)
C: -0.3378 0.5980 0.3733  0.15
C: 0.8452 -0.2691 -0.0779  0.22
C: 1.3996 -1.1173 1.0780  1.13
C: 0.5936 -2.1094 1.4471  -1.28
C: 3.3840 0.2807 1.4211  -1.31
C: 2.5366 -0.6224 1.8721  -0.28
H: -1.0413 0.4260 -0.4479  0.14
H: -0.1040 1.6500 0.4891  -0.57
H: -0.8829 0.4072 1.2829  0.21
H: 1.6227 0.4825 -0.2496  -0.36
H: 0.9002 -0.6991 -1.0711  0.50
H: 0.7844 -2.8020 2.2682  0.25
H: -0.3135 -2.4385 0.9495  0.31
H: 4.3465 0.6462 1.7522  0.38
H: 3.3096 0.7085 0.4232  0.13
H: 2.6371 -1.1797 2.7915  0.39
H: 4.2490 -1.4474 0.5938  0.41
H: 4.1411 -0.7678 -0.8081  0.35
O: 4.6865 -1.3428 -0.2556  -0.67
H: 1.8327 -1.1665 -2.6990  0.29
H: 1.2173 -0.1380 -3.7374  0.31
O: 1.3662 -0.3221 -2.8127  -0.70
H: -2.0934 0.2399 4.5896  0.32
H: -1.1410 1.0680 3.5142  0.34
O: -1.3827 0.8526 4.4148  -0.66
H: -2.8510 2.4360 -0.9048  0.34
H: -2.3730 3.5873 0.0513  0.27
O: -2.1622 3.1108 -0.7567  -0.58
H: -2.1662 -3.2014 2.2554  0.30
H: -2.9063 -3.6778 1.0218  0.31
O: -2.5170 -4.0012 1.8428  -0.63
H: 1.8409 2.8744 -1.8176  0.32
H: 0.5798 3.5574 -1.4152  0.31
O: 1.3038 3.6376 -2.0466  -0.64
H: -1.0703 1.0846 -2.8156  0.33
H: -0.4265 -0.2502 -2.6128  0.44
O: -1.3084 0.1455 -2.8122  -0.76
H: -3.7666 -2.0404 -2.3065  0.27
H: -2.7041 -0.9090 -2.2120  0.39
O: -3.5918 -1.1890 -1.9064  -0.66
H: 1.6159 3.5550 2.2636  0.27
H: 0.8485 3.4076 0.9227  0.27
O: 1.6201 3.1323 1.4220  -0.53
H: -4.6442 0.9307 0.1853  0.34
H: -4.2626 0.6325 -1.2561  0.37
O: -4.4393 1.3771 -0.6513  -0.71
H: 3.7917 -2.3780 -2.1648  0.32
H: 2.7303 -3.2715 -1.6081  0.32
O: 2.8888 -2.6762 -2.3458  -0.71
H: -2.7678 0.2850 1.3764  0.40
H: -2.6118 -0.6501 0.2390  0.36
O: -3.2063 -0.4463 0.9512  -0.70

Atomic forces in eV per Å
-0.78 -0.26 -1.64
2.63 1.30 1.97
-1.91 0.70 -0.88
0.38 -1.50 0.88
0.94 1.06 -0.93
-0.37 -1.06 -0.16
-0.37 0.92 0.27
0.15 0.01 -0.58
0.44 -1.02 0.51
0.01 0.07 -0.05
-1.34 -0.63 0.83
0.36 0.42 0.20
0.14 0.51 -0.53
-0.19 -0.37 1.25
-0.75 -0.04 0.17
0.38 0.27 0.39
-0.26 0.19 -0.15
-0.03 -0.07 0.56
0.72 -0.53 -1.03
0.21 -0.29 -0.41
0.31 -0.22 -0.55
0.05 0.39 -0.12
-0.18 -0.15 -0.96
-0.64 -0.66 -0.21
0.86 0.80 1.14
-0.21 0.32 0.52
-0.35 -0.19 -0.14
0.58 0.01 -0.26
-0.13 -0.12 0.00
-0.07 -0.04 0.10
0.14 0.23 -0.10
0.30 -0.07 -0.12
-0.32 0.20 -0.21
-0.15 -0.23 0.25
-0.49 0.00 0.01
-0.55 0.07 -0.20
0.86 -0.03 0.16
-0.07 -0.13 -0.14
-0.39 0.08 -0.19
0.51 0.22 0.21
-0.23 0.62 0.85
-0.05 0.33 0.27
0.34 -0.82 -1.07
0.24 0.05 -0.37
-0.21 0.10 0.25
-0.15 -0.07 -0.32
-0.01 -0.05 -0.04
-0.26 -0.10 0.11
0.22 0.20 -0.03
0.07 0.37 0.32
0.13 -0.29 -0.75
-0.53 -0.48 0.88

=====

Entry 4:
Here is a molecular structure, ClH8NiO4 at a distorted geometry from the Open Molecules 2025 dataset. Energies are from ωB97M-V/def2-TZVPD.

Results
**HOMO (alpha / beta)**: -9.597 / -11.057 eV
**Frontier orbital gap (alpha / beta)**: 0.3352 / 0.2703 Eh
**Multiplicity**: 4
**Energy above the lowest of the compared OMol25 structures with the same formula, charge and spin**: 2.6 kcal per mole
**E_tot**: -2274.1481 a.u.

Each line ends with the Mulliken charge.
Element x y z (Å)
Ni: 6.4273 1.4152 6.4950  0.50
Cl: 7.0847 1.5554 8.9274  -0.56
O: 4.7714 4.0884 8.7044  -0.61
H: 3.9385 3.6911 8.9589  0.32
H: 5.4295 3.4307 8.9291  0.32
O: 9.8336 3.1136 8.9384  -0.59
H: 9.6449 3.7429 9.6345  0.32
H: 9.1239 2.4738 8.9943  0.28
O: 8.0609 1.1534 12.1440  -0.59
H: 8.1158 0.1979 12.1583  0.32
H: 8.1507 1.3852 11.2196  0.29
O: 5.1231 -0.4434 10.9762  -0.61
H: 4.3761 0.1528 11.0282  0.30
H: 5.8603 0.1162 10.7323  0.32

Atomic forces in eV per Å
0.43 0.16 1.59
-0.66 -0.20 -1.58
-0.09 0.21 -0.33
-0.25 -0.03 0.10
0.39 -0.25 0.22
0.48 0.14 -0.17
0.00 0.19 0.16
-0.27 -0.18 -0.05
-0.09 0.16 0.24
0.02 -0.28 0.07
0.07 0.09 -0.28
-0.13 -0.39 0.01
-0.16 0.13 0.08
0.26 0.25 -0.07